[1]
{
  "formula": "C58H147AsF6N6O8P2",
  "method": "ωB97M-V/def2-TZVPD",
  "e_tot_ha": -6744.08940,
  "spin_multiplicity": 1,
  "e_lumo_ev": -12.1,
  "total_charge": 6,
  "elements": ["C", "C", "C", "O", "C", "N", "H", "H", "H", "H", "H", "H", "H", "H", "H", "H", "H", "H", "C", "C", "C", "O", "C", "N", "H", "H", "H", "H", "H", "H", "H", "H", "H", "H", "H", "H", "C", "C", "C", "O", "C", "N", "H", "H", "H", "H", "H", "H", "H", "H", "H", "H", "H", "H", "C", "C", "C", "O", "C", "N", "H", "H", "H", "H", "H", "H", "H", "H", "H", "H", "H", "H", "C", "C", "C", "O", "C", "N", "H", "H", "H", "H", "H", "H", "H", "H", "H", "H", "H", "H", "C", "C", "C", "O", "C", "N", "H", "H", "H", "H", "H", "H", "H", "H", "H", "H", "H", "H", "C", "C", "C", "C", "P", "C", "C", "C", "C", "C", "C", "C", "C", "C", "C", "C", "C", "H", "H", "H", "H", "H", "H", "H", "H", "H", "H", "H", "H", "H", "H", "H", "H", "H", "H", "H", "H", "H", "H", "H", "H", "H", "H", "H", "H", "H", "H", "H", "H", "H", "H", "H", "H", "C", "C", "C", "C", "P", "C", "C", "C", "C", "C", "C", "C", "C", "C", "C", "C", "C", "H", "H", "H", "H", "H", "H", "H", "H", "H", "H", "H", "H", "H", "H", "H", "H", "H", "H", "H", "H", "H", "H", "H", "H", "H", "H", "H", "H", "H", "H", "H", "H", "H", "H", "H", "H", "As", "F", "F", "F", "F", "F", "F", "C", "C", "O", "O", "H", "H", "H"],
  "positions_angstrom": [[3.330, 3.397, 1.457], [3.653, 2.226, 0.570], [4.010, 0.896, 1.207], [4.170, -0.001, 0.105], [5.545, -0.329, -0.038], [2.533, 1.863, -0.373], [1.564, 1.996, 0.098], [2.515, 2.418, -1.249], [2.727, 0.888, -0.632], [2.991, 4.227, 0.807], [4.237, 3.785, 1.940], [2.573, 3.260, 2.241], [4.400, 2.570, -0.128], [3.105, 0.538, 1.721], [4.819, 1.073, 1.914], [6.057, 0.549, -0.449], [5.613, -1.137, -0.756], [6.021, -0.636, 0.887], [1.936, -2.422, -0.432], [2.634, -3.131, -1.596], [2.748, -4.657, -1.427], [3.087, -5.106, -2.770], [3.394, -6.488, -2.954], [1.987, -3.062, -2.986], [0.987, -3.212, -2.838], [2.128, -2.144, -3.404], [2.414, -4.003, -3.400], [2.064, -1.349, -0.565], [2.380, -2.736, 0.507], [0.891, -2.727, -0.387], [3.581, -2.622, -1.759], [1.795, -5.121, -1.101], [3.488, -4.979, -0.694], [2.777, -6.812, -3.797], [3.079, -7.020, -2.054], [4.450, -6.647, -3.147], [-0.130, 4.784, 3.013], [-0.534, 3.522, 2.327], [-1.119, 2.490, 3.355], [-2.438, 2.934, 3.515], [-3.220, 2.071, 4.408], [-1.702, 3.688, 1.381], [-1.810, 4.658, 1.091], [-1.636, 3.033, 0.611], [-2.530, 3.439, 1.937], [0.666, 4.600, 3.730], [-0.971, 5.215, 3.574], [0.250, 5.569, 2.344], [0.285, 3.062, 1.761], [-0.512, 2.507, 4.261], [-1.050, 1.502, 2.877], [-2.830, 1.939, 5.412], [-3.208, 1.140, 3.844], [-4.194, 2.530, 4.442], [-5.523, 1.788, 0.816], [-5.603, 0.315, 0.581], [-6.901, -0.131, -0.124], [-6.927, 0.420, -1.415], [-8.212, 0.201, -2.057], [-4.481, -0.068, -0.379], [-4.679, -0.996, -0.736], [-4.524, 0.537, -1.214], [-3.584, 0.132, 0.047], [-6.148, 2.016, 1.668], [-5.887, 2.356, -0.043], [-4.528, 2.139, 1.095], [-5.375, -0.273, 1.483], [-7.702, 0.234, 0.513], [-6.955, -1.247, -0.082], [-8.233, -0.818, -2.441], [-8.195, 0.900, -2.888], [-9.020, 0.464, -1.369], [-9.005, -4.836, 1.271], [-7.932, -4.002, 0.605], [-6.564, -4.287, 1.145], [-5.602, -3.496, 0.450], [-4.235, -3.887, 0.773], [-7.927, -4.216, -0.889], [-7.894, -5.215, -1.068], [-8.749, -3.740, -1.256], [-7.101, -3.710, -1.231], [-9.943, -4.561, 0.792], [-9.164, -4.698, 2.351], [-8.882, -5.911, 1.186], [-8.157, -2.943, 0.761], [-6.370, -5.351, 0.921], [-6.432, -4.159, 2.213], [-3.912, -3.697, 1.801], [-3.612, -3.340, 0.063], [-4.169, -4.937, 0.510], [-2.168, 4.775, -3.648], [-2.705, 3.548, -2.886], [-3.754, 2.808, -3.676], [-4.087, 1.586, -2.983], [-4.985, 0.844, -3.818], [-1.647, 2.579, -2.481], [-0.746, 3.044, -2.314], [-1.857, 1.960, -1.615], [-1.497, 1.922, -3.251], [-1.772, 5.493, -2.915], [-3.023, 5.275, -4.109], [-1.398, 4.552, -4.375], [-3.144, 3.823, -1.912], [-3.309, 2.652, -4.652], [-4.626, 3.439, -3.809], [-5.200, -0.108, -3.361], [-4.473, 0.615, -4.762], [-5.888, 1.424, -4.049], [0.730, -0.457, 4.895], [0.211, -0.166, 6.256], [1.106, 0.731, 7.145], [2.486, 0.146, 7.462], [3.681, 1.094, 8.462], [2.894, 1.136, 10.080], [3.741, 1.458, 11.266], [4.018, 2.931, 11.418], [5.003, 3.308, 12.486], [5.251, 0.196, 8.423], [6.508, 0.973, 9.010], [7.787, 0.124, 8.741], [8.105, -0.021, 7.297], [3.870, 2.772, 7.838], [4.567, 2.745, 6.454], [4.234, 3.930, 5.569], [4.573, 5.262, 6.257], [0.069, -1.131, 4.371], [1.682, -0.970, 4.996], [0.905, 0.435, 4.288], [0.017, -1.146, 6.723], [-0.795, 0.287, 6.201], [0.528, 0.845, 8.067], [1.310, 1.745, 6.785], [2.986, -0.251, 6.568], [2.294, -0.741, 8.060], [2.542, 0.110, 10.119], [2.052, 1.826, 9.968], [4.663, 0.866, 11.100], [3.251, 1.041, 12.141], [3.061, 3.351, 11.746], [4.281, 3.370, 10.439], [6.030, 3.033, 12.208], [4.789, 2.793, 13.427], [4.977, 4.374, 12.676], [5.409, -0.139, 7.386], [5.179, -0.725, 9.021], [6.396, 1.099, 10.099], [6.526, 1.967, 8.571], [7.829, -0.874, 9.179], [8.561, 0.676, 9.261], [8.294, 0.912, 6.743], [7.221, -0.459, 6.833], [8.915, -0.674, 7.021], [4.317, 3.408, 8.594], [2.860, 3.203, 7.802], [4.262, 1.825, 5.951], [5.632, 2.648, 6.679], [3.146, 3.915, 5.368], [4.808, 3.789, 4.645], [5.572, 5.287, 6.679], [3.878, 5.478, 7.073], [4.505, 6.094, 5.552], [-1.369, 2.822, -10.100], [-1.950, 2.688, -8.719], [-1.032, 1.785, -7.833], [-0.954, 0.438, -8.512], [0.127, -0.849, -7.934], [-0.287, -1.298, -6.208], [-1.707, -1.775, -5.939], [-1.873, -2.438, -4.556], [-1.705, -1.590, -3.319], [0.151, -2.278, -9.043], [-1.134, -3.133, -9.138], [-2.314, -2.486, -9.727], [-2.034, -1.810, -11.046], [1.760, -0.130, -7.854], [2.899, -1.010, -8.439], [4.190, -0.297, -8.362], [5.331, -1.214, -9.006], [-2.073, 3.435, -10.650], [-1.250, 1.884, -10.629], [-0.417, 3.357, -9.984], [-2.911, 2.143, -8.716], [-2.094, 3.654, -8.247], [-1.341, 1.645, -6.787], [-0.036, 2.214, -7.824], [-0.649, 0.572, -9.562], [-1.959, 0.006, -8.643], [-0.003, -0.421, -5.619], [0.392, -2.157, -6.052], [-2.141, -2.484, -6.646], [-2.335, -0.872, -5.981], [-1.232, -3.321, -4.492], [-2.877, -2.853, -4.546], [-2.497, -0.824, -3.321], [-0.764, -1.024, -3.273], [-1.837, -2.155, -2.391], [0.999, -2.922, -8.798], [0.388, -1.833, -10.033], [-1.253, -3.596, -8.163], [-0.788, -3.903, -9.823], [-2.715, -1.776, -9.003], [-3.073, -3.251, -9.842], [-1.519, -2.464, -11.748], [-1.404, -0.913, -10.944], [-2.968, -1.576, -11.550], [2.017, 0.097, -6.820], [1.718, 0.882, -8.287], [2.644, -1.313, -9.463], [2.953, -1.956, -7.895], [4.463, -0.050, -7.320], [4.104, 0.612, -8.950], [6.228, -0.620, -9.014], [5.133, -1.475, -10.045], [5.481, -2.073, -8.328], [0.306, -5.317, 2.572], [-0.744, -6.648, 2.280], [1.349, -6.165, 3.578], [1.305, -3.808, 2.646], [-0.723, -4.295, 1.447], [-0.634, -4.675, 3.908], [1.301, -5.750, 1.133], [-1.278, -0.915, 0.874], [-0.908, 0.455, 0.322], [-1.817, 1.190, -0.230], [0.293, 0.843, 0.433], [-2.065, -0.794, 1.646], [-0.442, -1.363, 1.397], [-1.741, -1.523, 0.080]],
  "forces_ev_per_angstrom": [[-0.3, 1.0, -0.1], [0.0, 0.3, -0.4], [-1.7, 0.6, -0.5], [0.6, -0.2, 1.5], [0.6, 0.2, -1.1], [-1.8, 1.6, 0.1], [1.4, -1.1, -0.9], [0.3, -0.2, 0.8], [-0.3, -0.1, 0.1], [0.1, -0.2, 0.4], [-0.2, -0.3, -0.1], [0.2, -0.4, -0.2], [0.9, -0.2, 0.1], [0.4, 0.1, 0.4], [0.4, -0.7, -0.2], [0.3, -0.2, 0.1], [0.1, -0.1, -0.1], [-0.2, -0.1, 0.2], [-0.2, -0.4, -1.2], [0.3, -0.5, 0.3], [0.0, -0.4, -0.4], [0.3, 0.7, 0.8], [-0.8, -0.6, 0.0], [-0.9, 0.5, 1.3], [0.0, 0.1, -0.3], [0.1, -0.5, -0.3], [0.1, 0.6, -0.1], [-0.3, 0.1, 0.2], [0.1, -0.1, 0.1], [-0.2, 0.1, 0.1], [0.4, -0.5, 0.1], [0.2, 0.3, -0.2], [0.2, 0.3, -0.1], [0.3, -0.2, 0.1], [0.1, -0.2, -0.2], [0.0, 0.2, 0.0], [-0.2, 1.3, 0.0], [-0.1, -1.3, 0.7], [0.9, 0.6, -1.3], [-0.3, -0.5, 1.9], [0.3, 0.2, -1.5], [0.6, 1.1, -0.2], [0.1, 0.0, -0.3], [0.0, -0.4, -0.5], [-0.3, 0.0, 0.4], [0.0, -0.2, 0.0], [0.2, -0.1, -0.1], [-0.1, -0.3, 0.0], [-0.3, 0.1, 0.1], [-0.2, 0.0, 0.1], [-0.3, -0.2, 0.4], [0.4, 0.3, 0.0], [-0.5, -0.5, 0.5], [-0.4, -0.1, 0.1], [-0.2, 0.6, 0.3], [0.4, -0.8, -0.9], [0.5, -0.2, 1.1], [-0.3, -0.5, 0.5], [1.0, 0.7, 0.0], [-1.3, 0.8, -0.6], [0.7, -0.6, 0.4], [-0.1, 0.2, 0.2], [0.9, -0.4, -0.1], [-0.3, 0.2, 0.2], [0.1, -0.1, 0.0], [0.1, -0.2, -0.1], [-0.5, 0.2, -0.2], [-0.5, 0.1, -0.1], [0.1, 0.6, -0.4], [-0.4, -0.1, 0.1], [-0.3, -0.1, -0.1], [0.0, -0.3, -0.2], [-0.9, -0.1, 0.0], [-0.1, 0.6, 1.8], [1.1, -0.9, -0.8], [0.2, 0.5, 0.3], [-0.5, -0.1, -0.9], [0.3, 1.1, 1.0], [-0.1, -0.2, -0.6], [-0.3, -0.6, -0.4], [0.1, -0.6, -0.2], [-0.3, -0.2, 0.1], [0.5, 0.5, -0.4], [0.3, -0.2, -0.4], [-0.1, 0.0, -0.2], [0.2, 0.1, 0.2], [-0.5, 0.1, 0.3], [-0.4, 0.0, -0.1], [0.1, 0.0, 0.2], [0.4, -0.3, 0.3], [-0.5, 0.1, 1.3], [-0.7, 0.6, 0.9], [0.4, -0.2, 0.9], [0.0, 0.6, -0.8], [0.4, 0.1, -0.9], [0.8, -0.8, -0.4], [-0.4, -0.1, 0.0], [0.2, 0.5, -0.3], [0.1, 0.0, 0.0], [0.1, -0.1, -0.3], [0.2, 0.0, -0.2], [0.0, -0.2, -0.3], [0.0, 0.3, -0.4], [-0.1, -0.7, -0.6], [-0.2, 0.1, 0.0], [-0.3, -0.1, 0.4], [-0.1, 0.1, 0.0], [0.1, -0.3, 0.3], [0.7, -0.1, -0.6], [-0.6, 0.4, 0.7], [0.0, 0.1, 0.4], [0.0, -0.8, -0.3], [-0.2, 0.0, 0.3], [-0.4, -0.1, -0.9], [1.3, -0.9, 0.0], [-0.8, 0.4, 0.1], [0.9, -0.4, 0.3], [0.6, 0.2, 0.7], [-0.8, -1.6, -0.1], [0.4, 1.2, 0.7], [-0.6, 0.4, -1.7], [-0.5, 0.0, -0.6], [-0.3, -0.3, 0.9], [0.2, 0.3, 0.6], [-0.3, 0.2, -0.4], [-0.2, -0.2, -0.3], [0.2, -0.2, -0.3], [0.0, 0.2, -0.1], [0.3, 0.4, 0.3], [0.3, 0.1, 0.1], [0.3, 0.2, 0.1], [-0.6, 0.0, -0.5], [0.0, 0.4, 0.1], [0.3, -0.3, 0.2], [-0.5, -0.2, 0.4], [-0.2, -0.2, 0.1], [-0.2, 0.3, 0.6], [0.1, 0.1, 0.2], [-0.1, 0.3, -0.4], [-0.1, 0.0, 0.6], [-0.1, 0.1, 0.1], [-0.1, 0.1, -0.1], [0.1, 0.2, 0.0], [0.0, 0.3, 0.3], [-0.4, 0.2, -0.2], [-0.1, 0.0, -0.5], [0.5, 0.1, -0.1], [-0.7, 0.1, 0.4], [0.4, 0.0, 0.0], [-0.1, 0.0, 0.5], [0.0, -0.2, -0.4], [0.4, -0.3, 0.4], [0.6, -0.1, -0.1], [-0.1, -0.3, -0.3], [0.1, -0.1, -0.2], [0.1, 0.2, -0.4], [0.3, -0.1, -0.2], [-0.3, 0.3, 0.0], [0.2, -0.2, 0.0], [0.0, -0.1, -0.1], [0.0, -0.1, 0.1], [-0.2, 1.0, 0.3], [-0.1, -1.7, 1.4], [0.2, 0.2, -0.2], [-0.9, -0.8, -1.1], [0.0, 0.1, 0.5], [0.3, -1.1, -1.1], [-0.5, 0.8, 1.0], [0.0, -0.6, -0.4], [-0.4, 1.0, 0.1], [-0.3, 0.6, -0.5], [2.4, -0.5, 0.1], [-0.9, 0.4, 0.2], [0.1, 0.2, -0.5], [0.8, 0.2, 0.0], [-1.6, -0.2, 0.1], [1.9, -0.8, -1.1], [-0.9, 1.1, 1.4], [0.2, 0.2, -0.5], [0.0, 0.1, -0.2], [-0.1, -0.2, -0.5], [0.0, 0.5, -0.3], [0.0, 0.1, 0.0], [-0.3, 0.3, -0.1], [0.3, 0.3, 0.2], [0.2, 0.0, 0.4], [0.2, 0.1, 0.3], [0.0, -0.3, 0.2], [0.1, 0.5, 0.4], [0.5, 0.2, -0.3], [-0.2, -0.2, 0.0], [0.2, 0.0, -0.1], [-0.2, -0.1, 0.1], [0.1, 0.0, 0.1], [0.1, -0.3, 0.0], [0.2, -0.1, -0.2], [0.0, 0.2, 0.2], [-0.1, -0.2, 0.4], [-0.5, -0.2, 0.0], [-0.2, -0.5, 0.0], [-0.4, 0.2, 0.0], [-0.3, -0.1, -0.1], [0.2, -0.2, 0.1], [-0.4, -0.2, -0.1], [0.0, 0.4, 0.0], [-0.1, -0.2, 0.3], [0.1, -0.5, -0.4], [0.2, 0.3, 0.0], [0.0, 0.0, 0.2], [-0.1, 0.0, -0.4], [0.2, 0.3, 0.1], [0.5, 0.0, 0.0], [-0.3, -0.3, 0.2], [0.0, 0.1, -0.7], [-0.1, 2.0, -1.5], [0.2, 0.4, 0.2], [0.3, -0.2, 0.4], [-0.3, -0.7, 0.1], [0.2, -0.5, 0.3], [0.3, -0.5, -0.7], [-0.7, 0.3, 0.7], [-0.8, 0.8, 0.2], [1.6, 0.4, 0.1], [-0.4, -0.3, 0.3], [-1.8, -0.3, -0.1], [0.2, 0.1, -0.3], [0.1, -0.4, -0.4], [0.5, -0.1, 0.3]]
}

[2]
{
  "formula": "C3H11N3",
  "method": "ωB97M-V/def2-TZVPD",
  "smiles": "C=CN.NCN",
  "e_tot_ha": -285.07655,
  "spin_multiplicity": 1,
  "e_lumo_ev": 1.0,
  "elements": ["C", "C", "N", "H", "H", "H", "H", "H", "N", "C", "N", "H", "H", "H", "H", "H", "H"],
  "positions_angstrom": [[3.040, -1.922, -0.978], [2.492, -0.697, -0.918], [1.787, -0.142, -2.011], [3.120, -2.569, -1.808], [3.669, -1.996, -0.183], [2.725, -0.048, -0.122], [2.082, -0.586, -2.947], [0.685, -0.233, -1.918], [-2.016, 0.056, 0.232], [-1.733, 0.753, 1.578], [-2.764, 1.757, 2.027], [-2.612, -0.761, 0.245], [-2.507, 0.609, -0.388], [-1.591, 0.093, 2.368], [-0.756, 1.180, 1.274], [-3.103, 2.465, 1.253], [-3.545, 1.351, 2.405]],
  "forces_ev_per_angstrom": [[-0.8, 2.7, -0.1], [-0.3, -2.1, -2.6], [-2.6, -0.4, -1.8], [-0.4, -0.6, -0.7], [1.9, -1.4, 2.2], [-0.2, 0.6, 1.1], [-0.8, 0.7, 2.2], [3.1, 0.3, -0.2], [1.0, -1.7, 2.4], [-1.4, 1.9, -3.7], [2.8, 2.4, -3.3], [0.1, -0.3, 0.8], [-0.8, 2.2, -1.4], [0.2, -1.5, 1.1], [-0.7, 0.6, 1.0], [1.2, -2.1, 2.0], [-2.2, -1.4, 1.0]]
}

[3]
{
  "formula": "C6H22HgN4O6",
  "method": "ωB97M-V/def2-TZVPD",
  "e_tot_ha": -1065.58123,
  "spin_multiplicity": 1,
  "e_lumo_ev": 0.3,
  "elements": ["Hg", "C", "C", "O", "H", "H", "H", "H", "H", "C", "C", "O", "H", "H", "H", "H", "H", "C", "O", "N", "N", "H", "H", "H", "H", "C", "O", "N", "N", "H", "H", "H", "H", "O", "H", "H", "O", "H", "H"],
  "positions_angstrom": [[11.630, -3.613, 3.788], [7.948, -4.110, 5.905], [8.135, -4.336, 4.389], [9.399, -4.412, 3.799], [8.444, -4.950, 6.391], [6.871, -4.137, 6.069], [8.328, -3.189, 6.348], [7.620, -3.499, 3.916], [7.518, -5.189, 4.107], [16.288, -2.070, 3.672], [14.729, -1.944, 3.558], [13.941, -3.105, 3.784], [16.755, -1.216, 3.181], [16.555, -3.020, 3.208], [16.523, -2.216, 4.726], [14.396, -1.672, 2.556], [14.476, -1.096, 4.193], [10.137, -0.448, 3.268], [10.846, -1.457, 3.026], [8.933, -0.660, 3.742], [10.391, 0.779, 2.910], [8.638, -1.610, 3.914], [8.195, 0.027, 3.674], [9.650, 1.400, 3.203], [11.128, 1.054, 2.276], [12.073, -6.474, 4.652], [12.086, -5.818, 3.640], [11.066, -7.107, 5.025], [13.032, -6.575, 5.483], [10.383, -7.067, 4.283], [11.030, -7.893, 5.659], [12.735, -7.049, 6.324], [13.906, -6.152, 5.204], [12.123, -3.666, 1.548], [11.920, -2.998, 0.893], [13.068, -3.797, 1.472], [11.498, -3.373, 6.064], [11.916, -3.553, 6.906], [10.660, -2.970, 6.294]],
  "forces_ev_per_angstrom": [[-0.1, 0.7, -0.3], [0.4, -0.9, -0.6], [1.0, 1.4, -0.6], [0.3, -0.2, 0.9], [-0.1, 0.0, 0.4], [0.0, -0.1, 0.3], [0.2, 0.3, -0.3], [-0.7, 0.6, -0.3], [0.0, -0.5, 0.1], [-1.9, -1.2, -0.1], [-1.0, -0.7, -0.4], [0.6, -0.2, 0.8], [0.2, -0.1, 0.3], [0.3, 0.1, -0.4], [0.3, 0.5, 0.0], [0.7, 0.8, -0.6], [-0.4, 0.2, 0.4], [1.4, -4.5, -1.8], [0.3, 1.9, 0.2], [-3.0, -0.1, 1.7], [0.3, 2.7, -0.1], [0.3, -0.1, -0.1], [0.2, -0.2, 0.1], [0.7, 0.6, -0.5], [-0.2, -0.2, 0.4], [1.9, 1.8, -1.5], [0.6, 0.9, -2.8], [-7.5, -3.8, 0.4], [4.1, 0.1, 2.6], [-0.8, -0.1, 0.5], [0.2, 0.3, -0.2], [1.5, 0.4, 0.2], [0.2, -0.1, 0.9], [-0.1, -0.3, -1.2], [-0.3, 0.3, 0.0], [0.6, -0.1, 0.4], [-0.2, 0.2, 1.1], [0.5, -0.1, 0.1], [-0.5, 0.0, -0.1]]
}

Result set for orbital gap: 0.26499; 0.36089; 0.26718 Eh, one per record in the order listed.